No. 1
Molecular formula: C22H32MgN2OSSbSe4
Method: DFT, the ωB97M-V functional and the def2-TZVPD basis

Last column: natural (NBO) charge in e.
Cartesian coordinates (Å):
Mg1 -2.04 0.10 -1.38  1.653
C1 4.91 -1.74 -0.52  -0.594
C2 4.42 -0.35 -0.94  -0.090
C3 4.71 0.66 0.18  -0.594
C4 5.19 0.08 -2.19  -0.605
C5 2.91 -0.40 -1.18  0.072
C6 2.32 -0.07 -2.39  -0.276
C7 0.94 -0.10 -2.50  0.088
N1 0.14 -0.45 -1.51  -0.532
C8 0.69 -0.81 -0.34  0.189
C9 2.06 -0.78 -0.15  -0.253
C10 -0.27 -1.25 0.72  0.239
C11 0.12 -1.66 1.98  -0.301
C12 -0.84 -2.05 2.91  0.151
C13 -2.16 -2.02 2.51  -0.272
C14 -2.48 -1.59 1.22  0.097
N2 -1.56 -1.20 0.35  -0.562
C15 -0.40 -2.45 4.32  -0.115
C16 0.58 -3.63 4.23  -0.594
C17 -1.59 -2.87 5.18  -0.607
C18 0.29 -1.26 4.98  -0.596
H1 5.99 -1.71 -0.34  0.207
H2 4.71 -2.47 -1.30  0.214
H3 4.43 -2.08 0.40  0.209
H4 5.78 0.72 0.37  0.207
H5 4.21 0.38 1.11  0.210
H6 4.35 1.66 -0.09  0.217
H7 6.26 0.10 -1.97  0.212
H8 4.90 1.08 -2.51  0.213
H9 5.03 -0.61 -3.02  0.211
H10 2.91 0.23 -3.25  0.221
H11 0.45 0.20 -3.42  0.222
H12 2.47 -1.05 0.81  0.212
H13 1.17 -1.66 2.24  0.204
H14 -2.97 -2.28 3.16  0.240
H15 -3.52 -1.53 0.92  0.268
H16 0.11 -4.49 3.75  0.214
H17 0.89 -3.93 5.23  0.205
H18 1.47 -3.37 3.66  0.201
H19 -2.12 -3.73 4.75  0.214
H20 -2.31 -2.06 5.30  0.224
H21 -1.24 -3.16 6.17  0.206
H22 1.18 -0.95 4.44  0.201
H23 0.59 -1.52 6.00  0.203
H24 -0.39 -0.40 5.03  0.225
Se1 -2.85 1.92 0.47  -0.993
Sb1 -5.09 0.93 -0.13  1.052
Se2 -4.33 -0.49 -2.16  -1.053
Se3 -6.63 2.63 -0.91  -0.814
Se4 -5.89 -0.54 1.64  -0.821
O1 -1.47 1.51 -2.80  -1.106
S1 -2.50 2.05 -3.81  1.242
C19 -1.64 3.45 -4.58  -0.599
C20 -2.61 4.62 -4.53  -0.410
C21 -3.24 4.57 -3.14  -0.412
C22 -3.64 3.12 -2.91  -0.651
H25 -1.30 3.17 -5.57  0.221
H26 -0.78 3.63 -3.93  0.234
H27 -3.38 4.50 -5.30  0.203
H28 -2.10 5.57 -4.73  0.213
H29 -4.11 5.22 -3.04  0.233
H30 -2.51 4.87 -2.39  0.211
H31 -4.64 2.87 -3.26  0.274
H32 -3.58 2.82 -1.86  0.315

Properties
Total charge: -1
HOMO-LUMO gap in eV: 5.24
Largest force on an atom in eV/A: 0.74
E_LUMO in eV: 1.69
E in hartree: -11486.80741
Relative energy (zero: lowest compared OMol25 entry of this formula, charge and spin) in kJ/mol: 0.0
2S+1: 1

=====

No. 2
Molecular formula: C21H22ClFN4O9P
Method: DFT, the ωB97M-V functional and the def2-TZVPD basis

Last column: natural (NBO) charge in e.
Cartesian coordinates (Å):
C1 6.15 -1.63 0.86  -0.642
C2 5.60 -1.39 -0.69  -0.412
C3 4.01 -1.76 -0.78  -0.408
C4 3.05 -0.86 0.25  -0.469
C5 1.51 -1.02 -0.38  0.241
C6 0.78 0.17 -1.23  0.172
C7 1.33 1.70 -1.64  0.125
C8 1.26 2.04 -3.20  -0.246
C9 1.82 3.48 -3.73  -0.147
C10 2.37 4.36 -2.48  -0.239
C11 2.28 3.78 -1.00  0.025
N1 1.79 2.47 -0.46  -0.399
N2 -0.54 -0.51 -1.59  -0.672
P1 -1.88 0.19 -2.59  1.282
O1 -2.22 -1.12 -3.75  -0.939
Cl1 -3.59 0.64 -1.41  -0.204
C12 -0.64 -1.93 -0.99  0.334
C13 -1.91 -3.00 -1.12  0.619
O2 -3.21 -2.60 -0.99  -0.474
N3 -1.72 -4.50 -1.35  -0.671
C14 -3.07 -5.24 -1.21  0.949
O3 -3.66 -5.66 -2.35  -0.449
F1 -3.63 -5.50 0.16  -0.323
N4 0.64 -2.26 -0.25  -0.399
C15 1.10 -3.48 0.51  0.036
O4 0.32 -3.52 1.78  -0.243
O5 0.79 -2.60 2.61  -0.406
H1 7.33 -1.76 0.83  0.243
H2 5.84 -0.67 1.46  0.213
H3 5.61 -2.56 1.37  0.210
H4 5.68 -0.21 -0.90  0.213
H5 6.22 -2.00 -1.48  0.235
H6 3.64 -1.45 -1.88  0.216
H7 3.77 -2.92 -0.70  0.204
H8 3.01 -1.32 1.32  0.250
H9 3.40 0.27 0.28  0.283
H10 0.82 1.27 -3.97  0.250
H11 1.84 3.82 -4.85  0.273
H12 2.83 5.43 -2.68  0.268
H13 2.68 4.51 -0.14  0.241
H14 -1.31 -1.35 -4.14  0.500
H15 -1.14 -4.91 -0.56  0.406
H16 0.95 -4.43 -0.16  0.234
H17 2.23 -3.47 0.82  0.260
H18 0.37 -1.70 2.39  0.460
C16 -4.24 2.90 4.27  -0.361
C17 -5.40 3.43 3.88  0.305
C18 -5.72 3.64 2.44  0.467
O6 -6.80 4.11 2.11  -0.502
C19 -4.69 3.27 1.45  -0.347
C20 -3.53 2.75 1.84  0.288
C21 -3.22 2.51 3.28  0.474
O7 -2.15 2.01 3.60  -0.539
O8 -2.56 2.40 0.91  -0.660
O9 -6.36 3.80 4.80  -0.632
H19 -4.00 2.75 5.31  0.253
H20 -4.92 3.44 0.41  0.247
H21 -1.81 2.04 1.44  0.500
H22 -7.11 4.15 4.27  0.507

Properties
Total charge: +1
HOMO-LUMO gap in eV: 6.41
Largest force on an atom in eV/A: 10.82
E_LUMO in eV: -5.23
E in hartree: -2610.11382
2S+1: 1

=====

No. 3
Molecular formula: C3H10OS
Method: DFT, the ωB97M-V functional and the def2-TZVPD basis

Last column: natural (NBO) charge in e.
Cartesian coordinates (Å):
C1 1.43 0.48 -1.63  -0.625
C2 0.42 -0.40 -0.90  -0.421
C3 0.47 -0.12 0.60  -0.563
S1 -0.52 -1.35 1.52  0.709
H1 1.42 0.40 -2.72  0.247
H2 2.41 0.05 -1.39  0.214
H3 1.49 1.54 -1.43  0.240
H4 -0.57 -0.34 -1.34  0.238
H5 0.79 -1.42 -1.00  0.208
H6 0.06 0.87 0.84  0.307
H7 1.45 -0.07 1.08  0.294
H8 -0.59 -2.19 0.49  0.145
H9 -1.54 2.47 -1.48  0.498
H10 -1.26 3.01 -0.03  0.489
O1 -1.08 2.31 -0.63  -0.980

Properties
Total charge: +1
HOMO-LUMO gap (alpha / beta) in eV: 11.50 / 6.43
Largest force on an atom in eV/A: 1.66
E_LUMO (alpha / beta) in eV: -3.82 / -8.89
E in hartree: -593.38201
Relative energy (zero: lowest compared OMol25 entry of this formula, charge and spin) in kJ/mol: 54.3
2S+1: 2

=====

No. 4
Molecular formula: C4H4O
Method: DFT, the ωB97M-V functional and the def2-TZVPD basis

Last column: natural (NBO) charge in e.
Cartesian coordinates (Å):
C1 -0.80 0.60 -0.19  -0.297
C2 -0.55 -0.81 -0.26  -0.325
C3 0.76 -0.97 0.09  0.098
O1 1.30 0.23 0.42  -0.404
C4 0.38 1.18 0.15  0.055
H1 -1.68 1.13 -0.56  0.230
H2 -1.21 -1.59 -0.62  0.230
H3 1.41 -1.84 0.17  0.207
H4 0.39 2.07 0.81  0.206

Properties
SMILES: c1ccoc1
Total charge: 0
HOMO-LUMO gap in eV: 10.09
Largest force on an atom in eV/A: 2.64
E_LUMO in eV: 1.16
E in hartree: -230.01197
Relative energy (zero: lowest compared OMol25 entry of this formula, charge and spin) in kJ/mol: 41.9
2S+1: 1

=====

No. 5
Molecular formula: C7H10N
Method: DFT, the ωB97M-V functional and the def2-TZVPD basis

Last column: natural (NBO) charge in e.
Cartesian coordinates (Å):
C1 -1.02 -1.66 -0.44  -0.655
C2 0.19 -0.89 -0.03  -0.107
C3 1.38 -1.03 -0.67  -0.233
C4 2.46 -0.11 -0.56  -0.104
C5 2.17 1.00 0.16  -0.015
C6 1.03 1.48 0.46  0.036
C7 -0.23 1.78 0.21  -0.183
N1 -1.40 1.28 0.97  -0.682
H1 -1.92 -1.04 -0.48  0.193
H2 -1.22 -2.46 0.28  0.247
H3 -0.89 -2.11 -1.42  0.245
H4 0.22 -0.51 0.97  0.175
H5 1.46 -1.73 -1.50  0.244
H6 3.35 -0.22 -1.14  0.249
H7 -0.49 2.71 -0.28  0.243
H8 -1.82 2.05 1.51  0.450
H9 -1.13 0.52 1.62  0.451
H10 -2.12 0.92 0.33  0.446

Properties
SMILES: C/C=C/C=C=C=C[NH3+]
Total charge: +1
HOMO-LUMO gap in eV: 7.79
Largest force on an atom in eV/A: 1.74
E_LUMO in eV: -4.76
E in hartree: -327.04636
Relative energy (zero: lowest compared OMol25 entry of this formula, charge and spin) in kJ/mol: 406.1
2S+1: 1

=====

No. 6
Molecular formula: H20O10
Method: DFT, the ωB97M-V functional and the def2-TZVPD basis

Last column: natural (NBO) charge in e.
Cartesian coordinates (Å):
H1 0.32 0.86 -0.17  0.454
H2 -0.55 0.71 1.06  0.473
H3 -2.63 2.47 -0.43  0.434
H4 -1.84 1.75 -1.50  0.447
H5 4.72 -2.26 -0.79  0.456
H6 4.21 -1.31 0.28  0.463
H7 -3.01 -1.96 -0.86  0.460
H8 -1.53 -1.77 -1.11  0.467
H9 3.03 3.19 1.75  0.468
H10 3.99 3.51 2.88  0.466
H11 2.85 -2.27 -2.93  0.455
H12 1.62 -2.70 -2.15  0.464
H13 -3.48 -1.65 3.91  0.469
H14 -3.81 -0.46 4.80  0.464
H15 0.56 -0.49 -3.57  0.468
H16 -0.77 0.24 -3.58  0.465
H17 -3.53 4.57 -2.06  0.470
H18 -3.54 3.07 -2.29  0.460
H19 1.75 -3.37 2.54  0.467
H20 1.94 -2.13 3.41  0.464
O1 -0.60 0.85 0.11  -0.909
O2 -1.87 1.89 -0.55  -0.895
O3 4.09 -2.20 -0.06  -0.919
O4 -2.15 -1.99 -0.41  -0.926
O5 3.23 2.96 2.67  -0.934
O6 2.56 -2.53 -2.05  -0.919
O7 -3.30 -0.71 4.03  -0.932
O8 0.13 0.29 -3.23  -0.933
O9 -4.13 3.83 -2.21  -0.935
O10 1.74 -2.40 2.51  -0.931

Properties
Total charge: 0
HOMO-LUMO gap in eV: 8.49
Largest force on an atom in eV/A: 8.28
E_LUMO in eV: 0.05
E in hartree: -764.22427
Relative energy (zero: lowest compared OMol25 entry of this formula, charge and spin) in kJ/mol: 676.5
2S+1: 1

=====

No. 7
Molecular formula: C5H8NS2
Method: DFT, the ωB97M-V functional and the def2-TZVPD basis

Last column: natural (NBO) charge in e.
Cartesian coordinates (Å):
C1 -0.91 1.30 -0.38  -0.509
C2 -1.35 2.08 -1.37  -0.291
C3 -0.07 -1.97 0.52  -0.222
C4 1.18 -2.39 1.14  -0.216
C5 1.37 0.19 0.88  0.000
N1 1.00 -1.05 0.87  -0.321
S1 0.63 1.61 0.41  0.521
S2 -0.41 3.03 -2.43  0.141
H1 -1.57 0.84 0.36  0.246
H2 -2.44 2.13 -1.73  0.266
H3 -0.29 -2.33 -0.50  0.246
H4 -1.03 -1.79 1.02  0.235
H5 1.13 -2.87 2.25  0.247
H6 1.81 -3.08 0.60  0.250
H7 2.38 0.52 1.11  0.263
H8 -1.42 3.80 -2.75  0.145

Properties
Total charge: +1
HOMO-LUMO gap in eV: 8.12
Largest force on an atom in eV/A: 6.21
E_LUMO in eV: -4.47
E in hartree: -1046.07397
Relative energy (zero: lowest compared OMol25 entry of this formula, charge and spin) in kJ/mol: 254.5
2S+1: 1

=====

No. 8
Molecular formula: C3H14O3S
Method: DFT, the ωB97M-V functional and the def2-TZVPD basis

Last column: natural (NBO) charge in e.
Cartesian coordinates (Å):
C1 1.83 1.71 -1.62  -0.616
C2 0.34 1.31 -1.56  -0.418
C3 -0.03 -0.11 -0.94  -0.521
S1 -1.78 -0.11 -0.36  -0.083
H1 2.18 2.51 -2.33  0.231
H2 2.15 1.90 -0.55  0.211
H3 2.40 0.74 -1.93  0.204
H4 -0.06 1.30 -2.56  0.202
H5 -0.29 2.14 -1.10  0.209
H6 -0.03 -0.80 -1.84  0.223
H7 0.56 -0.43 0.04  0.231
H8 -1.92 -1.17 0.48  0.132
O1 -2.17 1.06 3.52  -0.926
H9 -1.97 0.07 3.47  0.462
H10 -2.36 1.08 4.53  0.464
O2 -3.55 -2.53 -1.97  -0.953
H11 -4.15 -1.77 -1.78  0.473
H12 -2.66 -2.23 -1.73  0.474
O3 4.03 -1.67 2.42  -0.950
H13 4.49 -1.44 3.25  0.475
H14 3.01 -1.56 2.56  0.475

Properties
SMILES: CCCS.O.O.O
Total charge: 0
HOMO-LUMO gap in eV: 9.45
Largest force on an atom in eV/A: 3.61
E_LUMO in eV: 0.18
E in hartree: -746.53998
Relative energy (zero: lowest compared OMol25 entry of this formula, charge and spin) in kJ/mol: 178.3
2S+1: 1

=====

No. 9
Molecular formula: C17H23Cl2GaGeNO2
Method: DFT, the ωB97M-V functional and the def2-TZVPD basis

Last column: natural (NBO) charge in e.
Cartesian coordinates (Å):
Ga1 0.12 0.80 0.17  1.795
Cl1 0.20 -3.70 -1.97  -0.003
C1 0.81 -3.24 -0.41  -0.162
C2 1.35 -4.23 0.42  -0.201
C3 1.85 -3.93 1.66  -0.071
Cl2 2.51 -5.19 2.66  -0.038
C4 1.82 -2.59 2.13  -0.101
C5 2.30 -2.16 3.39  -0.138
C6 2.21 -0.84 3.73  -0.258
C7 1.65 0.07 2.82  0.079
N1 1.21 -0.31 1.65  -0.470
C8 1.28 -1.61 1.28  0.110
C9 0.75 -1.90 -0.03  0.425
O1 0.27 -0.96 -0.76  -0.779
H1 1.37 -5.25 0.07  0.233
H2 2.72 -2.88 4.07  0.226
H3 2.57 -0.48 4.68  0.217
H4 1.56 1.13 3.05  0.209
C10 -3.33 -1.34 0.88  -1.103
Ge1 -3.07 0.48 0.12  1.640
C11 -3.05 0.19 -1.83  -1.098
C12 -4.76 1.42 0.54  -1.088
C13 -1.55 1.46 0.69  -1.826
H5 -4.30 -1.77 0.60  0.202
H6 -3.26 -1.31 1.97  0.210
H7 -2.54 -2.00 0.51  0.217
H8 -3.92 -0.39 -2.15  0.207
H9 -2.15 -0.36 -2.12  0.230
H10 -3.05 1.14 -2.37  0.216
H11 -5.62 0.89 0.14  0.204
H12 -4.74 2.43 0.12  0.218
H13 -4.88 1.51 1.62  0.211
H14 -1.58 1.69 1.76  0.220
C14 0.45 2.09 -2.49  -0.657
C15 1.76 2.20 -1.71  0.259
C16 2.87 1.49 -2.50  -0.617
C17 2.12 3.67 -1.51  -0.617
O2 1.68 1.59 -0.45  -0.962
H15 0.52 2.57 -3.47  0.201
H16 -0.37 2.57 -1.94  0.239
H17 0.19 1.04 -2.66  0.221
H18 3.02 1.95 -3.48  0.186
H19 2.61 0.44 -2.63  0.213
H20 3.80 1.55 -1.93  0.201
H21 2.23 4.19 -2.46  0.187
H22 3.05 3.75 -0.95  0.200
H23 1.33 4.16 -0.94  0.214

Properties
Total charge: -1
HOMO-LUMO gap in eV: 5.17
Largest force on an atom in eV/A: 0.15
E_LUMO in eV: 2.29
E in hartree: -5789.00482
Relative energy (zero: lowest compared OMol25 entry of this formula, charge and spin) in kJ/mol: 20.4
2S+1: 1

=====

No. 10
Molecular formula: C3H3NOS
Method: DFT, the ωB97M-V functional and the def2-TZVPD basis

Last column: natural (NBO) charge in e.
Cartesian coordinates (Å):
C1 -0.49 0.20 0.34  -0.064
C2 0.38 1.13 -0.09  -0.395
C3 1.02 -1.51 0.44  0.820
N1 -0.07 -1.07 0.32  -0.490
O1 2.08 -2.01 0.30  -0.491
S1 2.01 0.63 -0.59  0.214
H1 -1.43 0.31 0.75  0.210
H2 0.18 2.07 -0.29  0.208
H3 1.97 -0.10 -2.01  -0.012

Properties
Total charge: 0
HOMO-LUMO gap (alpha / beta) in eV: 6.40 / 6.21
Largest force on an atom in eV/A: 6.25
E_LUMO (alpha / beta) in eV: 0.60 / -3.19
E in hartree: -644.08612
Relative energy (zero: lowest compared OMol25 entry of this formula, charge and spin) in kJ/mol: 271.7
2S+1: 3

=====

No. 11
Molecular formula: C5H10O
Method: DFT, the ωB97M-V functional and the def2-TZVPD basis

Last column: natural (NBO) charge in e.
Cartesian coordinates (Å):
C1 -1.21 -1.18 -0.22  -0.628
C2 -0.31 0.03 -0.14  0.260
C3 -1.07 1.34 0.02  -0.629
C4 0.94 -0.10 0.75  -0.489
C5 1.66 -0.11 -0.58  0.082
O1 0.55 0.09 -1.35  -0.511
H1 -1.91 -1.09 -1.06  0.219
H2 -1.80 -1.28 0.70  0.219
H3 -0.63 -2.10 -0.36  0.219
H4 -1.79 1.47 -0.80  0.220
H5 -0.38 2.19 0.02  0.223
H6 -1.62 1.34 0.97  0.216
H7 1.16 -1.03 1.32  0.226
H8 1.08 0.74 1.43  0.214
H9 2.40 -0.83 -0.94  0.191
H10 2.91 0.50 0.24  -0.033

Properties
Total charge: 0
HOMO-LUMO gap in eV: 9.00
Largest force on an atom in eV/A: 5.39
E_LUMO in eV: 0.82
E in hartree: -271.59661
Relative energy (zero: lowest compared OMol25 entry of this formula, charge and spin) in kJ/mol: 409.6
2S+1: 1

=====

No. 12
Molecular formula: C21H34AsAuO2P2S2
Method: DFT, the ωB97M-V functional and the def2-TZVPD basis

Last column: natural (NBO) charge in e.
Cartesian coordinates (Å):
Au1 0.38 -0.47 -0.71  0.402
C1 -3.49 3.20 -3.86  -0.631
C2 -2.37 3.84 -3.09  -0.059
O1 -1.29 2.87 -2.94  -0.826
P1 -0.52 2.59 -1.61  1.717
S1 1.05 1.45 -1.98  -0.499
S2 -1.97 1.91 -0.32  -0.127
O2 -0.09 4.03 -1.14  -0.833
C3 0.41 4.25 0.21  -0.072
C4 0.99 5.64 0.28  -0.627
H1 -4.35 3.87 -3.87  0.231
H2 -3.80 2.27 -3.38  0.217
H3 -3.20 2.99 -4.88  0.228
H4 -2.69 4.18 -2.10  0.186
H5 -1.94 4.69 -3.61  0.208
H6 1.16 3.49 0.44  0.190
H7 -0.43 4.13 0.90  0.200
H8 1.85 5.73 -0.38  0.224
H9 1.30 5.85 1.30  0.226
H10 0.24 6.38 -0.02  0.224
C5 -0.22 -4.11 -0.85  -0.949
As1 -0.75 -2.48 0.04  0.978
C6 -2.65 -2.41 -0.29  -0.952
C7 -0.57 -2.91 1.94  -0.721
C8 -1.34 -4.12 2.35  -0.080
C9 -0.73 -5.37 2.40  -0.212
C10 -1.43 -6.49 2.80  -0.196
C11 -2.77 -6.39 3.15  -0.203
C12 -3.40 -5.15 3.09  -0.215
C13 -2.69 -4.03 2.69  -0.166
H11 -0.78 -4.95 -0.45  0.248
H12 0.85 -4.28 -0.70  0.246
H13 -0.41 -4.00 -1.91  0.250
H14 -3.13 -3.32 0.05  0.249
H15 -2.80 -2.29 -1.37  0.250
H16 -3.08 -1.54 0.21  0.240
H17 -0.89 -2.02 2.49  0.243
H18 0.50 -3.03 2.11  0.250
H19 0.32 -5.46 2.14  0.212
H20 -0.93 -7.45 2.85  0.225
H21 -3.32 -7.26 3.47  0.226
H22 -4.44 -5.06 3.36  0.223
H23 -3.18 -3.06 2.67  0.199
C14 2.32 -0.22 3.71  -0.923
P2 1.52 0.24 2.12  0.777
C15 2.93 1.17 1.38  -0.942
C16 0.41 1.59 2.68  -0.359
C17 0.84 2.76 3.28  -0.156
C18 -0.06 3.72 3.73  -0.216
C19 -1.43 3.49 3.61  -0.204
C20 -1.89 2.31 3.04  -0.198
C21 -0.97 1.37 2.57  -0.218
H24 2.83 0.63 4.16  0.228
H25 3.05 -1.02 3.53  0.240
H26 1.57 -0.59 4.41  0.241
H27 3.26 2.01 2.00  0.222
H28 2.67 1.54 0.39  0.240
H29 3.76 0.48 1.27  0.245
H30 1.90 2.95 3.42  0.208
H31 0.30 4.63 4.18  0.226
H32 -2.14 4.23 3.97  0.229
H33 -2.95 2.11 2.98  0.223
H34 -1.32 0.44 2.14  0.212

Properties
Total charge: +1
HOMO-LUMO gap (alpha / beta) in eV: 8.86 / 4.78
Largest force on an atom in eV/A: 0.67
E_LUMO (alpha / beta) in eV: -2.10 / -6.15
E in hartree: -4821.49305
Relative energy (zero: lowest compared OMol25 entry of this formula, charge and spin) in kJ/mol: 168.7
2S+1: 2